Record 1
Entry from OMol25: a cluster of 4 separate species, C12H23N3O3 in total at a distorted geometry (ωB97M-V/def2-TZVPD).

```
41
Properties=species:S:1:pos:R:3:lowdin_charge:R:1
C -0.303 3.936 0.210 -0.109
O -0.385 2.807 -0.633 -0.190
C 0.720 2.622 -1.482 -0.204
C 0.469 1.363 -2.303 -0.190
O -0.141 0.365 -1.507 -0.163
C -0.346 -0.823 -2.259 -0.178
C -0.798 -1.917 -1.309 -0.205
O 0.207 -2.219 -0.358 -0.204
C -0.161 -3.329 0.438 -0.103
H -1.119 3.804 0.917 0.088
H -0.404 4.864 -0.365 0.088
H 0.625 4.059 0.781 0.083
H 1.699 2.647 -0.989 0.117
H 0.789 3.470 -2.179 0.128
H 1.424 0.977 -2.681 0.126
H -0.185 1.560 -3.160 0.128
H 0.586 -1.172 -2.718 0.134
H -1.180 -0.602 -2.934 0.135
H -1.152 -2.813 -1.829 0.131
H -1.660 -1.511 -0.753 0.120
H -1.058 -3.134 1.025 0.058
H 0.702 -3.477 1.087 0.090
H -0.280 -4.243 -0.148 0.094
C 0.219 0.334 2.028 -0.062
C 1.248 1.309 2.378 -0.293
N 2.063 2.042 2.709 0.150
H 0.645 -0.606 1.688 0.065
H -0.510 0.715 1.313 0.080
H -0.361 0.150 2.938 0.082
C -3.587 -1.627 2.045 -0.068
C -3.720 -2.771 1.156 -0.292
N -3.779 -3.711 0.506 0.146
H -2.536 -1.365 2.169 0.061
H -4.055 -1.799 3.014 0.086
H -4.057 -0.697 1.715 0.087
C 3.056 -0.166 0.128 -0.072
C 4.061 0.711 -0.484 -0.277
N 4.832 1.398 -0.988 0.125
H 3.162 -1.209 -0.164 0.086
H 2.083 0.189 -0.208 0.052
H 3.186 -0.131 1.208 0.071
```

Summary:
Relative energy (zero: lowest compared OMol25 entry of this formula, charge and spin) (kJ/mol): 448.4
E_tot (a.u.): -860.9269
Structure (SMILES): COCCOCCOC.CC#N.CC#N.CC#N
Charge: 0

---

Record 2
Entry from OMol25: a cluster of 3 separate species, C12H23O10P in total at a distorted geometry (ωB97M-V/def2-TZVPD).

```
46
Properties=species:S:1:pos:R:3:lowdin_charge:R:1
C 4.783 -2.468 -3.777 -0.094
C 5.400 -3.346 -2.677 -0.113
O 6.275 -4.209 -3.403 0.058
C 5.944 -4.186 -4.718 -0.578
O 6.462 -4.857 -5.547 0.160
O 4.970 -3.280 -4.950 0.053
H 5.312 -1.535 -3.951 0.127
H 3.719 -2.358 -3.588 0.123
H 4.629 -3.859 -2.112 0.097
H 6.022 -2.753 -2.006 0.130
C 0.168 -2.122 0.524 -0.110
C -0.337 -2.184 -0.923 -0.064
O 0.769 -2.847 -1.622 0.056
C 1.748 -3.153 -0.770 -0.575
O 2.692 -3.839 -1.026 0.137
O 1.468 -2.703 0.474 0.062
H -0.500 -2.680 1.176 0.127
H 0.309 -1.099 0.857 0.108
H -0.367 -1.232 -1.439 0.113
H -1.214 -2.809 -1.052 0.128
C -1.192 3.719 3.279 -0.070
C -0.402 2.631 2.601 -0.254
O -1.217 1.482 2.324 -0.182
P -1.835 1.279 0.873 0.351
O -0.845 0.881 -0.127 -0.221
O -2.983 0.248 1.108 -0.179
C -3.909 0.394 2.256 -0.200
C -3.485 -0.584 3.345 -0.068
O -2.588 2.636 0.517 -0.191
C -1.922 3.640 -0.293 -0.248
C -2.957 4.251 -1.235 -0.054
H -1.775 3.294 4.105 0.084
H -0.569 4.466 3.771 0.083
H -1.913 4.209 2.625 0.066
H 0.090 2.988 1.691 0.115
H 0.415 2.269 3.225 0.124
H -3.878 1.429 2.572 0.110
H -4.825 0.020 1.810 0.120
H -4.346 -0.868 3.952 0.078
H -3.053 -1.459 2.866 0.079
H -2.771 -0.147 4.043 0.072
H -1.518 4.379 0.398 0.104
H -1.114 3.162 -0.842 0.107
H -3.770 3.535 -1.330 0.081
H -3.377 5.161 -0.806 0.074
H -2.516 4.506 -2.195 0.076
```

Summary:
Relative energy (zero: lowest compared OMol25 entry of this formula, charge and spin) (kJ/mol): 0.0
E_tot (a.u.): -1564.9219
Structure (SMILES): CCOP(=O)(OCC)OCC.O=C1OCCO1.O=C1OCCO1
Charge: 0

---

Record 3
Entry from OMol25: a structure of composition C12H24AuN4NbOS at a distorted geometry (ωB97M-V/def2-TZVPD).

```
44
Properties=species:S:1:pos:R:3:lowdin_charge:R:1
N -2.078 -0.546 1.223 -0.068
C -3.061 -1.256 1.111 -0.359
O -4.018 -1.940 1.015 0.236
Au -0.395 2.851 2.203 0.850
Nb -0.231 0.129 1.498 1.718
N 0.334 1.844 0.409 -0.376
N 0.459 -1.301 0.325 -0.216
C -0.360 2.478 -0.734 -0.687
C 0.121 -2.347 -0.652 -0.645
C -0.020 3.970 -0.715 -0.031
C 0.097 1.849 -2.054 -0.006
C -1.854 2.299 -0.547 -0.062
C -0.393 -3.574 0.103 -0.010
C 1.354 -2.731 -1.471 -0.027
C -0.965 -1.857 -1.601 -0.030
H -0.219 4.404 0.275 0.062
H -0.642 4.490 -1.454 0.118
H 1.034 4.140 -0.963 0.098
H 1.125 2.137 -2.304 0.091
H -0.563 2.210 -2.858 0.119
H 0.031 0.754 -2.015 0.061
H -2.139 1.242 -0.442 0.056
H -2.365 2.719 -1.425 0.118
H -2.193 2.837 0.348 0.065
H 0.361 -3.942 0.808 0.089
H -0.620 -4.369 -0.622 0.115
H -1.310 -3.334 0.657 0.079
H 2.124 -3.209 -0.855 0.092
H 1.780 -1.852 -1.968 0.098
H 1.053 -3.451 -2.244 0.111
H -1.193 -2.676 -2.300 0.115
H -0.615 -1.000 -2.188 0.067
H -1.888 -1.592 -1.079 0.060
C 1.810 1.995 0.375 -0.103
H 2.292 1.112 0.821 0.069
H 2.167 2.102 -0.657 0.101
H 2.109 2.878 0.957 0.095
C 1.741 -1.501 1.059 -0.137
H 1.771 -0.916 2.003 0.051
H 1.853 -2.559 1.341 0.109
H 2.603 -1.207 0.441 0.102
S 0.526 -0.656 6.143 0.895
C 0.286 -0.408 4.613 -0.858
N 0.092 -0.214 3.422 -0.227
```

Summary:
Relative energy (zero: lowest compared OMol25 entry of this formula, charge and spin) (kJ/mol): 0.0
E_tot (a.u.): -1356.1568
Charge: +2

---

Record 4
Entry from OMol25: a structure of composition C12H24BeBr4FKLiMgN3O6 at a distorted geometry (ωB97M-V/def2-TZVPD).

```
54
Properties=species:S:1:pos:R:3:lowdin_charge:R:1
C -3.367 0.094 -3.641 -0.134
C -2.918 -1.349 -3.358 -0.712
Br -4.044 -2.173 -1.959 0.702
C -1.406 -1.533 -3.099 -0.191
C -0.790 -0.499 -2.101 -0.335
C 0.753 -0.585 -2.181 -0.250
C 1.228 -1.845 -1.444 -0.164
N 0.656 -1.999 -0.085 0.083
C -0.410 -1.121 0.178 -0.375
N -0.597 -0.612 1.373 0.187
N -1.324 -0.808 -0.752 0.147
H -3.069 0.819 -2.875 0.074
H -4.462 0.135 -3.698 0.074
H -2.957 0.391 -4.618 0.086
H -3.145 -1.928 -4.263 0.081
H -1.297 -2.507 -2.593 0.100
H -0.807 -1.606 -4.019 0.122
H -1.071 0.531 -2.388 0.041
H 1.255 0.348 -1.790 -0.069
H 1.037 -0.628 -3.244 0.102
H 2.321 -1.771 -1.337 0.123
H 1.036 -2.714 -2.089 0.122
H 0.237 -2.930 -0.089 0.151
H 0.096 -0.085 1.875 0.108
H -1.585 -0.748 1.734 0.094
H -1.998 -0.110 -0.392 0.131
O -3.404 -0.217 1.408 -0.500
H -3.847 -0.675 0.688 -0.187
Be 0.652 1.936 -2.747 0.401
O 3.903 -3.818 2.037 -0.216
C 2.608 -3.961 2.240 -0.455
C 2.399 -4.414 3.750 -0.692
O 1.090 -4.608 4.027 -0.296
H 2.072 -4.721 1.629 0.112
H 1.968 -3.064 2.099 0.085
H 2.918 -3.653 4.344 -0.024
H 3.054 -5.283 3.882 -0.059
Br 1.511 2.289 -0.062 0.616
C 2.771 3.233 1.096 -0.638
C 2.157 4.502 1.616 -0.593
Br 2.173 5.872 0.203 0.342
H 3.674 3.407 0.519 0.059
H 2.992 2.540 1.907 0.070
H 2.747 4.924 2.427 0.074
H 1.127 4.384 1.949 0.059
Li -0.280 5.807 -1.067 0.653
C -2.901 4.902 1.438 -0.906
O -3.866 4.462 2.032 0.120
O -2.920 5.389 0.231 0.099
O -1.714 5.001 1.875 0.051
Mg 4.269 7.769 -0.209 0.285
Br 1.589 -6.548 4.777 0.586
K 3.757 -4.377 5.769 0.942
F -3.873 4.156 -1.003 -0.289
```

Summary:
Relative energy (zero: lowest compared OMol25 entry of this formula, charge and spin) (kJ/mol): 0.0
E_tot (a.u.): -12304.9156
Charge: 0

---

Record 5
Entry from OMol25: a structure of composition C12H24CdN4OP2 at a distorted geometry (ωB97M-V/def2-TZVPD).

```
44
Properties=species:S:1:pos:R:3:lowdin_spin:R:1
Cd -0.771 0.256 0.615 -0.001
P -2.553 -1.658 0.870 0.000
P -0.444 2.965 0.769 0.055
N 0.176 -1.843 -0.305 0.000
N 1.411 0.689 -0.187 0.359
H 1.996 -2.500 -1.203 0.000
H 3.192 -0.364 -0.496 0.014
H 2.086 -2.052 0.549 0.000
C 1.643 -1.787 -0.432 0.000
H 2.126 -0.313 -1.923 0.015
C 2.137 -0.401 -0.815 0.040
H 0.197 -3.916 -0.342 0.000
H 2.677 2.093 -1.116 -0.003
C -0.382 -2.984 -0.172 0.000
C 1.776 1.915 -0.487 0.013
C -1.826 -3.255 0.212 0.000
C 1.096 3.073 -0.096 0.436
H -1.810 -4.005 1.020 0.000
H 1.535 4.030 -0.368 0.020
H -1.273 3.810 -0.023 0.017
H -0.149 3.816 1.888 0.016
H -3.859 -1.555 0.291 0.000
H -2.795 -2.203 2.156 0.000
H 0.076 1.361 -2.751 -0.001
C -1.012 1.166 -2.611 -0.001
C -1.788 2.295 -3.278 0.001
C -1.310 -0.205 -3.208 0.000
O -1.390 1.235 -1.268 0.019
H -1.450 2.427 -4.309 0.000
H -2.854 2.033 -3.304 0.000
H -1.676 3.207 -2.683 0.000
H -0.769 -0.997 -2.672 0.000
H -2.388 -0.400 -3.131 0.000
H -1.051 -0.243 -4.273 0.000
H -2.418 -3.625 -0.603 0.000
N 1.876 0.347 4.276 0.000
C 1.595 -1.014 4.312 0.000
C 0.718 -1.234 3.287 0.000
N 0.444 -0.028 2.653 0.001
C 1.183 0.905 3.252 0.000
H 2.494 0.850 4.900 0.000
H 2.017 -1.696 5.027 0.000
H 0.266 -2.158 2.961 0.000
H 1.254 1.963 3.018 0.000
```

Summary:
⟨S²⟩: 0.783
E_tot (a.u.): -1616.0437
2S+1: 2
Charge: +1

---

Record 6
Entry from OMol25: a structure of composition C12H24CuN6O6 at a distorted geometry (ωB97M-V/def2-TZVPD).

```
49
Properties=species:S:1:pos:R:3:lowdin_spin:R:1
O -0.824 -2.939 -2.106 -0.002
H -1.195 -3.815 -1.940 -0.001
Cu 0.003 -0.264 0.346 0.655
N -1.765 -0.671 0.913 0.137
N -1.204 0.447 -1.222 0.051
N 1.326 -0.698 1.581 0.036
N 1.596 0.587 -0.477 0.051
O -1.742 -1.171 2.088 0.077
O 0.917 -1.496 2.569 0.002
O 1.548 1.394 -1.555 0.014
O -0.856 1.334 -2.102 0.003
C -2.508 0.124 -1.148 0.025
C -2.787 -0.626 0.042 -0.018
C 2.557 -0.239 1.480 0.001
C 2.674 0.619 0.316 -0.002
C -4.030 -1.366 0.364 -0.002
H -4.095 -2.282 -0.236 -0.002
H -4.911 -0.757 0.166 -0.001
H -3.984 -1.640 1.419 0.001
C -3.513 0.603 -2.139 0.006
H -3.213 0.358 -3.162 0.001
H -3.641 1.691 -2.081 0.002
H -4.497 0.157 -1.957 0.000
C 3.512 -0.426 2.588 0.001
C 3.748 1.623 0.173 0.000
H 3.324 -1.414 3.023 0.000
H 3.314 0.337 3.351 0.000
H 4.530 -0.344 2.211 0.000
H 3.460 2.398 -0.538 0.000
H 4.679 1.166 -0.160 -0.001
H 3.944 2.097 1.138 0.000
H -0.087 -1.562 2.399 0.000
H 0.529 1.412 -1.842 0.001
C 0.318 -1.850 -3.254 -0.027
H -0.480 -1.697 -3.947 -0.002
H 0.929 -2.537 -2.831 -0.002
H 0.839 -0.902 -3.147 -0.002
O 0.075 -2.287 0.113 -0.001
H -0.535 -2.607 -1.093 0.000
H 1.016 -2.602 0.238 0.000
N -0.655 2.423 3.847 0.000
C -1.548 2.924 2.935 0.000
C -1.350 2.274 1.771 0.000
N -0.372 1.338 1.943 0.000
C 0.063 1.462 3.189 0.000
H -0.508 2.692 4.806 0.000
H -2.255 3.702 3.165 0.000
H -1.815 2.384 0.825 0.000
H 0.874 0.907 3.698 0.000
```

Summary:
Relative energy (zero: lowest compared OMol25 entry of this formula, charge and spin) (kJ/mol): 132.3
⟨S²⟩: 0.784
E_tot (a.u.): -2891.6821
2S+1: 2
Charge: 0